No. 1
Molecular formula: C27H27As2N3O12RhS2
Method: DFT, ωB97M-V/def2-TZVPD

Atoms and positions in Å:
1 Rh 1.371 -2.006 1.360
2 S 0.911 -2.172 3.892
3 C -0.063 -3.411 3.320
4 N -0.070 -3.645 1.995
5 C -0.873 -4.679 1.671
6 C -1.071 -5.185 0.368
7 C -1.913 -6.248 0.218
8 C -2.569 -6.827 1.334
9 C -2.389 -6.353 2.613
10 C -1.530 -5.266 2.782
11 S -1.085 -4.459 4.232
12 H -0.548 -4.736 -0.466
13 H -2.083 -6.666 -0.765
14 H -3.226 -7.671 1.175
15 H -2.894 -6.808 3.453
16 C -0.864 -1.920 -2.004
17 C 0.624 -1.920 -1.953
18 N 1.370 -2.053 -0.872
19 C 2.685 -2.032 -1.281
20 C 2.732 -1.897 -2.631
21 N 1.425 -1.837 -3.033
22 C 3.798 -1.750 -3.661
23 O 5.046 -1.785 -3.242
24 O 3.468 -1.618 -4.812
25 C 3.768 -2.191 -0.283
26 O 4.939 -2.068 -0.615
27 O 3.366 -2.425 0.928
28 H -1.264 -1.816 -0.997
29 H -1.238 -2.851 -2.433
30 H -1.239 -1.100 -2.616
31 H 1.169 -1.678 -3.999
32 H 5.094 -1.928 -2.259
33 C -4.849 3.984 2.766
34 O -3.689 3.878 1.914
35 C -2.884 2.844 2.132
36 O -3.024 2.029 3.012
37 C -1.748 2.752 1.162
38 C -1.873 3.174 -0.095
39 As -0.562 3.115 -1.544
40 C -1.282 1.537 -2.461
41 C 0.946 2.215 -0.676
42 C 1.023 1.726 0.556
43 As -0.338 1.670 1.985
44 C -1.143 -0.020 1.375
45 C 2.266 1.040 1.014
46 O 2.230 0.086 1.785
47 O 3.386 1.552 0.579
48 C 4.630 0.964 1.064
49 C 2.024 1.940 -1.707
50 O 1.997 0.897 -2.309
51 O 2.890 2.896 -2.024
52 C 2.873 4.142 -1.308
53 C -3.199 3.662 -0.646
54 O -4.022 2.859 -0.989
55 O -3.376 4.965 -0.867
56 C -2.435 5.913 -0.338
57 H -5.129 5.032 2.753
58 H -4.606 3.654 3.771
59 H -5.647 3.371 2.354
60 H -2.365 1.647 -2.509
61 H -1.015 0.635 -1.914
62 H -0.866 1.499 -3.465
63 H -1.596 0.095 0.391
64 H -1.885 -0.353 2.099
65 H -0.356 -0.773 1.283
66 H 5.370 1.747 0.943
67 H 4.876 0.096 0.457
68 H 4.518 0.678 2.104
69 H 3.831 4.610 -1.512
70 H 2.767 3.977 -0.238
71 H 2.070 4.776 -1.681
72 H -2.983 6.841 -0.214
73 H -1.621 6.061 -1.047
74 H -2.050 5.588 0.626

As for the spin multiplicity: 5. As for the HOMO energy (alpha / beta): -11.7 / -11.8 eV. The calculation puts the energy above the lowest of the compared OMol25 structures with the same formula, charge and spin at 19.32 kcal/mol. As for the charge: +1. As for the lowest unoccupied orbital energy (alpha / beta): -3.170 / -6.488 eV. As for the expectation value of S²: 6.043. Its total energy is -203825.901 eV.

=====

No. 2
Molecular formula: BrH12O6
Method: DFT, ωB97M-V/def2-TZVPD

Atoms and positions in Å:
1 Br 1.676 26.579 24.919
2 O 1.745 29.824 25.124
3 H 1.022 30.580 25.071
4 H 1.387 28.996 24.810
5 O 3.064 27.784 27.686
6 H 2.816 27.877 26.747
7 H 2.266 27.849 28.271
8 O 0.458 24.426 26.922
9 H 0.847 25.094 26.617
10 H 1.064 23.589 27.132
11 O 1.738 25.613 21.717
12 H 1.822 25.795 22.783
13 H 2.144 24.767 21.485
14 O -1.207 26.355 25.941
15 H -0.274 26.401 25.649
16 H -1.144 26.003 26.733
17 O 5.154 26.461 25.381
18 H 4.167 26.411 25.202
19 H 5.388 25.665 24.825

As for the HOMO energy: -6.0 eV. The calculation puts the energy above the lowest of the compared OMol25 structures with the same formula, charge and spin at 57.27 kcal/mol. As for the charge: -1. As for the lowest unoccupied orbital energy: 3.343 eV. Its total energy is -82523.986 eV.

=====

No. 3
Molecular formula: C41H83B2NO29
Method: DFT, ωB97M-V/def2-TZVPD

Atoms and positions in Å:
1 C -4.816 -1.424 3.965
2 C -3.314 -1.192 3.690
3 C -3.132 -0.634 2.289
4 C -1.983 0.368 2.052
5 C -2.162 1.544 3.038
6 C -0.505 -0.103 2.142
7 C -0.092 -1.430 2.805
8 C -0.428 -2.842 2.205
9 O -1.590 -3.086 1.855
10 O 0.531 -3.613 2.156
11 O 1.301 -1.347 3.071
12 C 2.048 -1.218 1.902
13 C 3.512 -1.555 2.189
14 O 4.007 -2.590 1.365
15 C 3.634 -3.903 1.778
16 C 1.804 0.127 1.172
17 B 2.791 -0.031 -0.082
18 C 2.705 -1.128 -1.203
19 O 3.886 0.806 -0.102
20 B 2.316 1.410 1.945
21 O 3.146 1.302 3.017
22 O 1.781 2.653 1.598
23 C 2.524 3.532 0.742
24 C 1.872 3.521 -0.634
25 N 0.318 0.303 0.924
26 C -0.283 0.024 -0.418
27 C -1.114 -1.254 -0.551
28 C -0.677 -2.221 -1.682
29 C -0.941 -3.677 -1.292
30 O -1.548 -4.365 -2.390
31 C -2.644 -5.161 -1.989
32 H -5.263 -1.844 3.063
33 H -4.974 -2.103 4.796
34 H -5.300 -0.461 4.129
35 H -2.828 -2.153 3.827
36 H -2.956 -0.522 4.473
37 H -4.038 -0.054 2.073
38 H -3.118 -1.415 1.539
39 H -2.208 0.828 1.089
40 H -1.843 1.263 4.040
41 H -1.509 2.367 2.733
42 H -3.187 1.900 3.034
43 H -0.129 0.603 2.889
44 H -0.531 -1.377 3.802
45 H 1.732 -1.975 1.177
46 H 4.214 -0.727 2.125
47 H 3.543 -1.883 3.231
48 H 2.995 -4.337 1.012
49 H 4.532 -4.507 1.905
50 H 3.073 -3.928 2.710
51 H 2.041 -1.952 -0.960
52 H 3.707 -1.544 -1.302
53 H 2.423 -0.673 -2.156
54 H 4.150 1.037 -0.998
55 H 3.774 2.031 3.074
56 H 2.396 4.548 1.114
57 H 3.591 3.327 0.693
58 H 2.203 4.358 -1.243
59 H 0.803 3.650 -0.462
60 H 1.983 2.564 -1.141
61 H 0.250 1.321 1.001
62 H 0.402 0.118 -1.257
63 H -0.972 0.846 -0.612
64 H -2.143 -0.991 -0.790
65 H -1.180 -1.836 0.365
66 H 0.354 -2.060 -1.982
67 H -1.303 -2.044 -2.556
68 H -1.627 -3.726 -0.446
69 H -0.029 -4.189 -0.981
70 H -2.983 -5.703 -2.868
71 H -3.467 -4.559 -1.595
72 H -2.338 -5.873 -1.220
73 C -4.885 -2.845 -4.489
74 O -5.842 -3.771 -3.973
75 C -7.100 -3.342 -4.017
76 O -7.466 -2.275 -4.439
77 O -7.885 -4.289 -3.516
78 C -9.277 -3.955 -3.505
79 H -3.910 -3.314 -4.388
80 H -5.078 -2.634 -5.540
81 H -4.895 -1.920 -3.915
82 H -9.638 -3.782 -4.516
83 H -9.455 -3.076 -2.889
84 H -9.790 -4.810 -3.075
85 C -3.288 6.892 -0.086
86 O -2.058 7.148 0.599
87 C -1.822 6.331 1.623
88 O -2.535 5.433 1.988
89 O -0.657 6.674 2.169
90 C -0.280 5.875 3.293
91 H -3.348 7.624 -0.886
92 H -3.291 5.889 -0.508
93 H -4.134 7.017 0.586
94 H -0.173 4.830 3.003
95 H -1.003 5.969 4.100
96 H 0.681 6.246 3.638
97 C -1.379 -1.794 9.175
98 O -0.412 -2.773 8.795
99 C 0.168 -2.539 7.616
100 O -0.063 -1.600 6.899
101 O 1.033 -3.517 7.377
102 C 1.732 -3.387 6.132
103 H -1.765 -2.107 10.141
104 H -0.917 -0.813 9.269
105 H -2.192 -1.755 8.453
106 H 2.321 -2.472 6.116
107 H 1.033 -3.395 5.297
108 H 2.394 -4.244 6.052
109 C 7.565 -2.781 2.742
110 O 6.729 -3.081 3.862
111 C 7.385 -3.311 4.996
112 O 8.579 -3.288 5.141
113 O 6.488 -3.572 5.946
114 C 7.053 -3.843 7.231
115 H 6.897 -2.617 1.901
116 H 8.143 -1.878 2.928
117 H 8.231 -3.613 2.519
118 H 7.616 -2.984 7.592
119 H 7.696 -4.720 7.191
120 H 6.216 -4.035 7.896
121 C 3.551 8.321 -1.780
122 O 4.351 7.135 -1.768
123 C 5.599 7.311 -2.202
124 O 6.072 8.346 -2.584
125 O 6.229 6.138 -2.138
126 C 7.591 6.182 -2.577
127 H 2.573 8.033 -1.406
128 H 3.980 9.080 -1.129
129 H 3.454 8.708 -2.792
130 H 8.172 6.861 -1.956
131 H 7.648 6.488 -3.619
132 H 7.976 5.172 -2.472
133 C -10.038 1.630 -9.530
134 O -8.883 1.809 -8.710
135 C -8.826 0.988 -7.659
136 O -9.645 0.154 -7.378
137 O -7.714 1.255 -6.984
138 C -7.516 0.439 -5.820
139 H -9.955 2.353 -10.336
140 H -10.063 0.624 -9.944
141 H -10.947 1.820 -8.962
142 H -7.442 -0.608 -6.085
143 H -8.327 0.586 -5.109
144 H -6.581 0.765 -5.373
145 C 2.722 -2.271 -5.563
146 O 3.004 -0.869 -5.615
147 C 4.009 -0.540 -6.425
148 O 4.662 -1.302 -7.085
149 O 4.166 0.783 -6.375
150 C 5.219 1.278 -7.206
151 H 1.893 -2.396 -4.873
152 H 2.435 -2.649 -6.542
153 H 3.583 -2.822 -5.190
154 H 5.025 1.046 -8.251
155 H 6.177 0.858 -6.903
156 H 5.234 2.355 -7.069

As for the HOMO energy: -8.0 eV. As for the lowest unoccupied orbital energy: -0.225 eV. Its total energy is -106084.477 eV. As for the SMILES: CCC[C@@H](C)[C@H]1[C@@H](C(=O)[O-])O[C@H](COC)[C@](B(C)O)(B(O)OCC)[N@H+]1CCCCOC.COC(=O)OC.COC(=O)OC.COC(=O)OC.COC(=O)OC.COC(=O)OC.COC(=O)OC.COC(=O)OC.

=====

No. 4
Molecular formula: C13H16OPdS7Si
Method: DFT, ωB97M-V/def2-TZVPD

Atoms and positions in Å:
1 Pd -14.583 4.430 -4.356
2 S -12.284 4.515 -4.651
3 C -11.991 3.351 -5.896
4 C -10.683 3.220 -6.305
5 C -10.288 2.179 -7.174
6 C -11.255 1.323 -7.668
7 C -12.628 1.528 -7.406
8 C -12.995 2.505 -6.498
9 S -14.607 2.650 -5.973
10 H -9.948 3.914 -5.915
11 H -9.236 2.062 -7.414
12 H -10.979 0.476 -8.311
13 H -13.359 0.838 -7.838
14 C -13.941 1.954 -2.077
15 Si -15.755 2.136 -2.555
16 C -16.183 0.382 -3.129
17 C -16.752 2.374 -0.976
18 O -16.354 3.352 -3.468
19 H -13.983 1.312 -1.191
20 H -13.557 2.944 -1.812
21 H -13.393 1.464 -2.896
22 H -16.146 -0.301 -2.273
23 H -15.497 0.001 -3.874
24 H -17.217 0.418 -3.570
25 H -16.689 1.621 -0.212
26 H -17.815 2.373 -1.276
27 H -16.512 3.360 -0.586
28 C -12.709 7.773 -5.336
29 S -13.882 8.851 -6.120
30 C -15.403 8.482 -5.345
31 C -15.992 7.244 -5.110
32 S -15.545 5.830 -5.937
33 S -17.417 7.257 -4.083
34 C -17.659 8.999 -4.167
35 S -19.009 9.792 -3.700
36 S -16.373 9.824 -4.960
37 H -11.766 8.335 -5.297
38 H -12.531 6.876 -5.915
39 H -13.005 7.478 -4.331

As for the spin multiplicity: 3. As for the HOMO energy (alpha / beta): -0.9 / -1.3 eV. The calculation puts the energy above the lowest of the compared OMol25 structures with the same formula, charge and spin at 0.00 kcal/mol. As for the charge: -2. As for the lowest unoccupied orbital energy (alpha / beta): 4.293 / 4.290 eV. As for the expectation value of S²: 2.020. Its total energy is -102995.366 eV.

=====

No. 5
Molecular formula: C2H8N2O
Method: DFT, ωB97M-V/def2-TZVPD

Atoms and positions in Å:
1 C 1.803 -0.900 0.334
2 C -2.291 0.385 0.405
3 N 1.872 1.378 -0.310
4 N 2.503 0.293 -0.248
5 O -1.497 -0.664 -0.203
6 H 2.150 -1.729 -0.221
7 H 2.193 -1.126 1.444
8 H 0.654 -0.888 0.258
9 H -2.978 0.775 -0.313
10 H -1.510 1.000 0.567
11 H -2.954 -0.085 1.312
12 H -2.119 -1.228 -0.640
13 H 2.220 2.063 -1.023

As for the HOMO energy: -8.5 eV. The calculation puts the energy above the lowest of the compared OMol25 structures with the same formula, charge and spin at 98.01 kcal/mol. As for the lowest unoccupied orbital energy: 0.879 eV. Its total energy is -7228.077 eV. As for the SMILES: [H]/N=N/C.CO.